Entry 1:
ORCA calculation (wB97M-V/def2-TZVPD) on 4 unconnected molecules or ions with the total composition C18H32BrN4O7S2 in a non-equilibrium geometry.

Largest force on an atom = 10.0 eV/Å
Orbital gap = 6.188 eV
Total energy = -131176.5295 eV
HOMO = -11.46 eV
Total charge = +1
E_LUMO = -5.270 eV

Structure (XYZ):
```
64
Properties=species:S:1:pos:R:3:lowdin_charge:R:1
N -1.04182 2.07265 4.54764 0.242
C -1.21474 2.14735 3.18798 -0.154
N -1.71552 3.24324 2.27386 -0.018
C -2.69917 2.46270 1.37970 -0.522
S -4.24920 2.46874 2.43192 0.713
C -1.90839 1.04300 1.09110 -0.294
N -2.70068 -0.20916 0.78744 0.039
C -3.14310 -0.81898 1.96833 -0.491
S -4.25148 -1.18150 3.25252 0.644
N -0.94149 0.98437 2.25884 -0.030
C 0.50583 0.65621 1.95104 -0.130
C 0.79424 -0.82381 2.67475 -0.532
O 0.67038 -1.98858 2.00063 -0.082
Br 1.29591 -0.76794 4.65123 0.615
H -0.73710 2.87014 5.15994 0.170
H -1.27947 1.14313 5.00887 0.154
H -0.87899 3.52044 1.67735 0.140
H -2.85754 3.02980 0.34431 0.154
H -4.44460 3.71625 3.04571 -0.087
H -1.30108 1.28850 0.09311 0.178
H 0.71709 0.51854 0.78999 0.152
H 1.28282 1.44585 2.33026 0.128
O -2.57895 -0.42356 -3.83378 0.074
C -2.81481 -1.47551 -3.23858 -0.499
O -3.31220 -2.54061 -3.90574 -0.002
C -3.43763 -3.86296 -3.35118 -0.227
C -4.74037 -4.00988 -2.59199 -0.065
C -2.64464 -1.56583 -1.75215 -0.025
H -2.56402 -4.12158 -2.74669 0.110
H -3.43875 -4.55402 -4.20182 0.128
H -4.78788 -3.32752 -1.73902 0.065
H -4.85806 -5.03317 -2.22299 0.085
H -5.59040 -3.76799 -3.23824 0.088
H -3.54736 -1.18965 -1.26277 0.081
H -1.79154 -0.94132 -1.46138 0.071
H -2.42055 -2.56895 -1.39439 0.072
O 1.85441 2.23969 0.58043 0.004
C 2.55726 3.25084 0.58924 -0.466
O 3.47047 3.43892 1.56780 0.005
C 4.46659 4.47796 1.56345 -0.216
C 3.90997 5.76345 2.14031 -0.062
C 2.35010 4.33292 -0.42702 0.021
H 4.89272 4.61156 0.56542 0.121
H 5.28362 4.12298 2.20189 0.131
H 3.08122 6.14803 1.53972 0.069
H 4.68710 6.53208 2.18937 0.092
H 3.51785 5.59345 3.14830 0.085
H 1.54773 4.99499 -0.08972 0.100
H 2.05693 3.86742 -1.37555 0.104
H 3.24490 4.91472 -0.63988 0.081
O 3.36752 -5.90368 -3.46122 0.085
C 2.92162 -4.84888 -3.00840 -0.501
O 3.30596 -4.41336 -1.78794 -0.004
C 3.00019 -3.11208 -1.25401 -0.224
C 1.64170 -3.10800 -0.58352 -0.075
C 1.87693 -4.07814 -3.75752 0.003
H 3.09597 -2.33869 -2.02094 0.114
H 3.77051 -2.89891 -0.50412 0.125
H 0.84149 -3.32947 -1.29489 0.066
H 1.43960 -2.13383 -0.12823 0.049
H 1.59538 -3.87726 0.19417 0.089
H 0.89071 -4.49094 -3.52755 0.093
H 2.06959 -4.18507 -4.83167 0.099
H 1.88722 -3.00911 -3.55371 0.068
```



Entry 2:
ORCA calculation (wB97M-V/def2-TZVPD) on 2 unconnected molecules or ions with the total composition C2H4F2N4 in a non-equilibrium geometry.

Largest force on an atom = 4.6 eV/Å
Orbital gap = 9.242 eV
Total energy = -13527.7913 eV
HOMO = -8.90 eV
Total charge = 0
Energy relative to the best compared isomer or geometry (same formula, charge and spin) = 313.5 kJ/mol
E_LUMO = 0.340 eV

Structure (XYZ):
```
12
Properties=species:S:1:pos:R:3:lowdin_charge:R:1
C 1.61392 -1.36913 1.12211 -0.153
C 1.50387 -0.57981 0.12602 -0.131
N -1.73616 1.29960 -2.43020 0.048
N -1.22637 0.27260 0.73841 0.079
N -2.03270 1.01485 -1.25132 -0.097
N -1.65618 0.31981 -0.39771 -0.096
F 1.96314 -2.64957 0.97493 0.039
F 1.26362 0.76339 0.25573 -0.014
H 1.55439 -0.97862 2.08630 0.114
H 1.57123 -0.85948 -0.83106 0.090
H -2.45572 1.77618 -2.96360 0.035
H -1.16482 -0.67194 1.21510 0.084
```



Entry 3:
ORCA calculation (wB97M-V/def2-TZVPD) on a molecular structure, C14H28F6MnN2O10S2 in a non-equilibrium geometry.

Largest force on an atom = 2.6 eV/Å
Orbital gap (spin up / spin down) = 4.524 / 4.572 eV
Total energy = -107725.0041 eV
Multiplicity = 6
HOMO (spin up / spin down) = -0.60 / -0.65 eV
Total charge = -2
Energy relative to the best compared isomer or geometry (same formula, charge and spin) = 0.0 kJ/mol
E_LUMO (spin up / spin down) = 3.921 / 3.918 eV

Structure (XYZ):
```
63
Properties=species:S:1:pos:R:3:lowdin_charge:R:1
Mn 0.49759 0.29746 0.67920 0.848
C 1.95185 3.23818 -2.67065 -0.633
F 3.27344 3.09702 -2.53096 0.126
F 1.67015 4.32131 -3.38498 0.117
F 1.53663 2.10755 -3.28869 0.067
S 0.97120 3.29486 -1.01938 0.535
O 0.88532 1.88568 -0.64702 -0.374
O 1.74827 4.11441 -0.08430 -0.305
O -0.29787 3.89136 -1.44565 -0.354
C 4.72725 0.09892 -0.91719 -0.633
F 5.49683 1.09763 -1.32097 0.122
F 3.78412 -0.16633 -1.83930 0.098
F 5.55996 -0.98313 -0.88651 0.070
S 3.92356 0.41737 0.74181 0.497
O 4.70954 -0.38278 1.65686 -0.329
O 4.07410 1.82245 0.99669 -0.283
O 2.52489 -0.03667 0.60162 -0.374
C 0.58601 -3.43612 0.42379 -0.090
C -0.53039 -2.67936 1.10414 -0.632
C -1.08525 -3.47489 2.29699 -0.098
O -0.03999 -1.47952 1.57623 -0.308
H 1.42315 -3.57232 1.11205 0.083
H 0.97236 -2.83975 -0.40374 0.052
H 0.30895 -4.43472 0.05686 0.062
H -1.40829 -2.58433 0.43391 0.098
H -1.43635 -4.49561 2.07344 0.051
H -1.94215 -3.00661 2.79018 0.057
H -0.35212 -3.63847 3.09310 0.069
C -0.57328 1.26391 4.03246 -0.113
C 0.91560 1.50114 3.72367 -0.650
C 1.78909 0.30502 4.18340 -0.072
O 1.07848 1.88175 2.41303 -0.284
H -0.94744 0.42897 3.42543 0.047
H -1.22631 2.08018 3.70087 0.051
H -0.82997 1.14104 5.09596 0.047
H 1.18134 2.35416 4.38053 0.097
H 1.37900 -0.61508 3.75785 0.056
H 1.77652 0.25119 5.27833 0.050
H 2.80166 0.45084 3.80984 0.060
C -0.02299 -0.64636 -2.64474 -0.272
O 0.06944 -0.66050 -1.43671 0.022
N -0.34611 -1.69820 -3.42120 -0.173
C -0.44750 -1.51835 -4.87468 -0.051
C -0.62719 -3.00561 -2.91841 -0.074
H 0.38157 0.21502 -3.20252 0.135
H 0.25323 -0.71740 -5.10908 0.082
H -1.45189 -1.22125 -5.18776 0.080
H -0.21580 -2.44088 -5.40209 0.079
H 0.23063 -3.67516 -2.83591 0.094
H -1.04454 -2.90229 -1.90895 0.075
H -1.45418 -3.60264 -3.31993 0.084
C -2.71628 0.53731 0.33370 -0.269
O -1.57318 0.91539 0.39842 0.009
N -3.72144 1.41591 0.12990 -0.181
C -5.01973 0.94320 -0.29295 -0.085
C -3.51768 2.83181 -0.01575 -0.047
H -3.06814 -0.49963 0.38261 0.143
H -5.13441 -0.14100 -0.32461 0.079
H -5.14175 1.22078 -1.34930 0.084
H -5.86847 1.36158 0.24965 0.079
H -2.67308 3.20976 0.55510 0.102
H -3.40172 3.09888 -1.07235 0.095
H -4.36626 3.46290 0.26863 0.081
```



Entry 4:
ORCA calculation (wB97M-V/def2-TZVPD) on a gas-phase ion, C3H7N2O2 (charge +1) in a non-equilibrium geometry.

Largest force on an atom = 7.9 eV/Å
Orbital gap (spin up / spin down) = 8.473 / 8.475 eV
Total energy = -10289.3797 eV
HOMO (spin up / spin down) = -12.63 / -12.63 eV
Total charge = +1
Energy relative to the best compared isomer or geometry (same formula, charge and spin) = 331.1 kJ/mol
E_LUMO (spin up / spin down) = -4.159 / -4.159 eV

Structure (XYZ):
```
14
Properties=species:S:1:pos:R:3:lowdin_charge:R:1
C -0.39957 1.42787 0.58691 0.095
C 1.05769 0.68974 0.30999 -0.230
C -0.87542 -0.63152 -0.42676 -0.323
N -1.40695 0.58663 0.12504 0.046
N 0.55433 -0.76254 0.22758 0.143
O 2.28776 0.76563 0.68442 0.097
O -0.58949 -0.51321 -1.75354 0.079
H -0.40900 2.48365 0.83978 0.119
H -1.40491 -1.58153 -0.31734 0.175
H -1.99915 1.07963 -0.52941 0.153
H 1.16654 -1.46906 -0.19047 0.186
H 0.34986 -1.06157 1.22599 0.201
H 2.52610 0.23987 1.47586 0.152
H -0.85780 -1.25358 -2.25806 0.107
```



Entry 5:
ORCA calculation (wB97M-V/def2-TZVPD) on 2 unconnected molecules or ions with the total composition C24H31N10O3 in a non-equilibrium geometry.

Largest force on an atom = 2.7 eV/Å
Orbital gap = 7.219 eV
Total energy = -46431.8612 eV
HOMO = -9.60 eV
Total charge = +1
E_LUMO = -2.380 eV

Structure (XYZ):
```
68
Properties=species:S:1:pos:R:3:lowdin_charge:R:1
N -1.05428 -3.02413 3.92491 0.148
O 1.32431 -0.99315 1.66370 0.018
O 0.00055 -1.41375 -8.57116 0.050
O -2.02806 2.26564 -5.73366 0.062
C -0.58183 -1.99891 4.21541 -0.166
N 2.19390 2.07362 4.07526 0.173
C 1.58902 -0.11644 2.48107 -0.390
C 0.67009 -0.39172 -8.61933 -0.562
C -1.30726 1.99122 -6.67958 -0.465
C 2.73852 1.88335 2.91534 -0.444
C -1.05353 -0.48787 6.86559 0.005
C -0.00376 -0.73965 4.57561 -0.114
C 0.94428 0.02848 3.77268 -0.036
C -1.05587 0.11003 8.11059 -0.014
C 1.27866 1.13140 4.50271 -0.230
C -0.20208 -0.05307 5.75605 -0.179
C 0.54517 -2.29980 -2.08300 -0.473
C -3.31162 -1.23258 11.50729 -0.081
C -3.61292 -1.73938 10.24181 -0.072
C -2.29375 -0.28729 11.65107 -0.074
C -2.89545 -1.30484 9.12218 -0.029
C -1.57480 0.14602 10.53112 -0.040
C -1.85897 -0.35965 9.25203 -0.226
N 3.64703 2.81085 2.56207 0.150
N 0.21549 -3.41982 -2.66463 0.230
N 2.44981 0.85762 2.06190 0.202
N 0.58294 1.09390 5.69211 0.178
N -1.18217 2.80614 -7.73403 0.019
N 1.12193 -1.31191 -2.75031 0.108
N 0.50530 0.62742 -7.76949 0.080
N 0.29200 -2.20059 -0.80724 0.228
C 1.76006 -0.24225 -9.65509 0.008
C -1.85755 4.09672 -7.87506 -0.044
C 1.68218 -1.37433 -4.11972 -0.146
C 0.66467 -1.10795 -5.24251 -0.170
C 0.17272 0.35418 -5.32759 -0.127
C -0.50273 0.67643 -6.68442 -0.182
H -1.67406 -1.36079 6.69535 0.104
H -0.39422 0.95167 8.28447 0.101
H -3.86843 -1.57050 12.37691 0.105
H -4.40660 -2.47231 10.12886 0.106
H -2.06091 0.10995 12.63482 0.105
H -3.16939 -1.71706 8.15776 0.104
H -0.78229 0.87547 10.66835 0.109
H 3.65462 3.08354 1.58770 0.109
H 3.69316 3.55570 3.25262 0.119
H -0.22172 -4.15512 -2.14097 0.140
H 0.37112 -3.51903 -3.65106 0.119
H 3.14646 0.59350 1.38412 0.167
H 0.66444 1.80107 6.41758 0.167
H -0.63079 2.47685 -8.50783 0.121
H 1.26981 -0.46036 -2.23509 0.158
H 1.14483 1.40276 -7.85884 0.148
H -0.14562 -2.95578 -0.31239 0.139
H 0.64141 -1.43961 -0.23439 0.091
H 1.77784 -1.13688 -10.27780 0.091
H 2.72279 -0.12775 -9.16006 0.084
H 1.55499 0.62498 -10.28068 0.084
H -1.31143 4.73756 -8.56895 0.086
H -1.92119 4.59848 -6.90673 0.089
H -2.87070 3.94294 -8.25020 0.090
H 2.49390 -0.64882 -4.20735 0.129
H 2.12180 -2.36069 -4.28322 0.122
H -0.19379 -1.77207 -5.13456 0.117
H 1.17172 -1.37249 -6.16788 0.106
H 1.01305 1.03581 -5.18539 0.120
H -0.53856 0.51947 -4.51680 0.115
H -1.25421 -0.09447 -6.87197 0.161
```



Entry 6:
ORCA calculation (wB97M-V/def2-TZVPD) on a molecular structure, C12H23B2F3NO13Tl2 in a non-equilibrium geometry.

Largest force on an atom = 6.2 eV/Å
Orbital gap = 2.423 eV
Total energy = -59766.4681 eV
HOMO = -18.50 eV
Total charge = +3
Energy relative to the best compared isomer or geometry (same formula, charge and spin) = 392.8 kJ/mol
E_LUMO = -16.080 eV

Structure (XYZ):
```
56
Properties=species:S:1:pos:R:3:lowdin_charge:R:1
Tl 2.97692 -2.68131 1.51058 1.293
Tl -1.53509 -1.24729 3.15583 1.319
B 0.20029 -1.47804 0.76178 -0.459
H 0.81299 -1.49381 -0.12625 0.056
H -0.69707 -0.94836 0.48176 0.018
H 0.04826 -2.49702 1.08244 0.012
H 0.63020 -0.88763 1.55603 -0.065
B 0.82870 -3.12582 3.64374 -0.383
H -0.16957 -3.24853 4.03443 -0.030
H 1.13983 -2.10576 3.47966 -0.052
H 1.55206 -3.52838 4.33578 0.046
H 0.96268 -3.69324 2.73582 -0.022
C 2.88882 2.10509 4.01204 0.159
C 2.38966 0.70138 3.55036 -0.528
O 1.21054 0.35952 3.76301 0.213
O 3.14160 0.14452 2.77714 0.151
H 3.76252 1.99447 4.65430 0.138
H 2.25259 2.82192 4.53115 0.125
H 3.19419 2.59897 3.08958 0.125
C -1.92460 -0.08466 -2.24707 -0.037
C -1.69659 0.45562 -3.70542 -0.269
O -2.90410 1.10376 -3.94311 0.170
C -3.46285 1.46336 -2.70532 -0.410
O -4.39867 2.22869 -2.56705 0.253
O -2.72884 0.91320 -1.70540 0.095
F -1.50010 -0.56978 -4.56441 0.099
H -1.09526 -0.23132 -1.55514 0.100
H -2.37936 -1.05688 -2.05712 0.172
H -0.83296 1.12060 -3.71259 0.182
C -3.29294 3.90808 2.68870 -0.042
C -4.21825 3.07321 1.85648 -0.279
O -3.33776 2.18563 1.25271 0.154
C -2.08749 2.34882 1.74298 -0.473
O -1.10426 1.53488 1.79191 -0.003
O -2.03610 3.52505 2.27575 0.122
F -4.86314 3.82801 0.91557 0.103
H -3.30485 3.75232 3.76744 0.159
H -3.31701 4.98867 2.54776 0.169
H -4.97453 2.60340 2.48529 0.184
C 2.20636 -3.24272 -4.89022 -0.020
C 1.03987 -2.33519 -4.69035 -0.264
O 0.89966 -2.56362 -3.26802 0.108
C 2.01302 -3.04576 -2.64586 -0.440
O 2.20866 -3.19744 -1.43493 0.103
O 2.88717 -3.20518 -3.64760 0.122
F -0.13774 -2.60614 -5.30655 0.111
H 2.97536 -2.88677 -5.57580 0.168
H 1.83899 -4.23057 -5.16827 0.170
H 1.28177 -1.28072 -4.82332 0.177
C 1.42766 1.59866 -0.24690 0.104
N 2.22800 0.54230 -0.95113 -0.375
O 2.27816 0.62958 -2.19904 0.134
O 2.82077 -0.33062 -0.36491 0.023
H 0.38404 1.36574 -0.45834 0.093
H 1.82172 2.50269 -0.71118 0.132
H 1.69620 1.40462 0.79153 0.088
```



Entry 7:
ORCA calculation (wB97M-V/def2-TZVPD) on a molecular structure, C4H11N6 in a non-equilibrium geometry.

Largest force on an atom = 5.6 eV/Å
Orbital gap = 9.383 eV
Total energy = -13254.5180 eV
HOMO = -13.08 eV
Total charge = +1
Energy relative to the best compared isomer or geometry (same formula, charge and spin) = 575.1 kJ/mol
E_LUMO = -3.701 eV

Structure (XYZ):
```
21
Properties=species:S:1:pos:R:3:lowdin_charge:R:1
C -0.91170 -0.05278 -0.08776 -0.261
C 0.90950 0.29969 -0.73766 -0.056
C -2.80658 -1.52209 0.05803 -0.056
C -0.18788 2.55420 0.10476 0.006
N 3.02407 1.04599 1.03033 0.068
N -2.11491 -0.23110 0.16480 0.114
N 2.46279 0.03587 0.75120 0.023
N -0.14254 1.12424 -0.25915 -0.013
N 0.23980 -0.78668 -0.66445 -0.067
N 0.53025 -2.11351 -0.84711 0.145
H 1.64193 0.81477 -1.40131 0.179
H -2.04186 -2.17146 0.37948 0.054
H -3.24038 -1.62883 -0.96638 0.112
H -3.70111 -1.51259 0.61420 0.065
H 0.45929 2.84175 0.91793 0.076
H 0.09723 3.13789 -0.82375 0.117
H -1.20096 2.77955 0.27816 0.075
H 3.68855 1.37749 1.80969 0.142
H 0.41096 -2.60811 0.00470 0.098
H 2.61000 -0.78930 1.30659 0.101
H 0.27354 -2.59496 -1.63229 0.077
```



Among the records above, which one has the highest total energy? C3H7N2O2



Number 1 is which compound? C18H32BrN4O7S2